Record 1
Formula: C4H8O
Source: OMol25
Level of theory: wB97M-V/def2-TZVPD

Structure (XYZ):
```
13
C4H8O | OMol25 | wB97M-V/def2-TZVPD
O -1.286 0.368 0.677
C -0.264 -1.791 0.623
C 0.627 1.794 -0.773
C -0.231 -0.422 0.101
C 0.494 0.282 -0.768
H -1.492 0.050 1.562
H -0.327 2.223 -0.427
H 0.180 -2.511 -0.043
H 0.921 1.921 -1.808
H 0.274 -1.774 1.599
H -1.263 -2.106 0.892
H 1.028 -0.197 -1.580
H 1.341 2.162 -0.056
```

Calculated values
energy relative to the best compared isomer or geometry (same formula, charge and spin)	29.6	kcal/mol
SMILES	C/C=C(/C)O
multiplicity	1
E_LUMO	0.90	eV
HOMO-LUMO gap	9.3	eV
molecular weight	72.11	g mol⁻¹



Record 2
Formula: C2H13N3O3
Source: OMol25
Level of theory: wB97M-V/def2-TZVPD

Structure (XYZ):
```
21
C2H13N3O3 | OMol25 | wB97M-V/def2-TZVPD
O 2.107 1.257 0.944
O 0.338 -1.647 1.255
O 2.834 -0.440 -0.680
N -0.381 0.814 -0.378
N -2.683 1.150 0.160
N -1.820 -1.089 -0.045
C 0.174 0.012 -1.482
C -1.556 0.207 0.323
H -1.183 0.333 1.349
H 2.571 0.479 0.477
H 2.804 1.852 1.244
H -2.535 2.061 0.574
H -0.566 -0.719 -1.881
H 0.912 -0.708 -1.024
H -2.864 1.297 -0.828
H -2.663 -1.470 0.382
H 3.687 -0.791 -0.983
H 0.476 -2.337 1.912
H 0.435 0.715 -2.276
H -0.484 -1.678 0.665
H 0.397 0.702 0.293
```

Calculated values
energy relative to the best compared isomer or geometry (same formula, charge and spin)	200.2	kcal/mol
multiplicity	1
E_LUMO	-4.45	eV
HOMO-LUMO gap	3.9	eV
molecular weight	127.14	g mol⁻¹



Record 3
Formula: C16H41ClF2NO18P5
Source: OMol25
Level of theory: wB97M-V/def2-TZVPD

Structure (XYZ):
```
84
C16H41ClF2NO18P5 | OMol25 | wB97M-V/def2-TZVPD
Cl -0.855 0.971 2.317
P 0.950 -3.217 -4.884
P -1.011 0.837 0.260
P 8.690 2.328 -1.763
P -5.827 -2.257 2.343
P -5.598 3.505 4.171
F 1.864 1.716 1.545
F 2.148 2.958 -0.160
O -0.436 -3.578 -5.554
O -6.046 -2.657 3.875
O -4.535 -1.631 2.061
O -6.149 -3.564 1.511
O 1.319 -4.588 -4.210
O 8.796 0.907 -1.038
O -7.158 3.661 4.002
O 1.997 -3.126 -6.086
O 9.257 2.101 -3.225
O 0.941 -2.049 -4.002
O -7.100 -1.391 2.029
O -4.907 4.630 4.799
O 7.153 2.446 -2.064
O -5.474 2.120 4.963
O 9.292 3.433 -1.019
O -5.163 3.163 2.694
O 4.159 0.812 0.027
O -1.892 2.200 -0.117
N 2.549 0.072 -1.467
C -4.249 1.797 5.627
C -7.286 -0.214 2.825
C 3.089 0.828 -0.357
C 10.641 1.800 -3.379
C -1.057 -2.616 -6.405
C 6.260 2.403 -0.940
C -4.939 -3.138 4.640
C 1.219 -0.271 -0.931
C 1.874 1.663 0.227
C 2.654 -4.730 -3.710
C -5.281 -4.687 1.641
C 2.237 -1.867 -6.720
C 9.968 0.587 -0.286
C -7.939 3.710 5.199
C 0.650 1.160 -0.527
C -3.801 2.788 2.451
H -3.505 3.168 1.480
H -4.994 -4.224 4.716
H -5.693 -5.378 2.377
H 6.584 3.098 -0.164
H -4.275 -4.386 1.941
H -2.134 -2.693 -6.279
H 3.353 -4.822 -4.541
H 1.941 -1.033 -6.085
H -6.369 0.375 2.859
H 0.491 -0.678 -1.615
H 9.660 0.056 0.612
H -0.746 -1.600 -6.159
H 2.347 0.774 -2.181
H 10.614 -0.062 -0.878
H 10.992 2.261 -4.299
H 1.337 -0.738 0.044
H -3.728 1.700 2.444
H -1.983 2.174 -1.080
H 1.689 -1.825 -7.662
H -3.130 3.198 3.208
H 0.557 1.874 -1.342
H 2.692 -5.636 -3.113
H -3.986 -2.849 4.197
H -7.582 -0.492 3.836
H -5.006 -2.711 5.639
H -3.649 2.686 5.818
H -3.681 1.094 5.016
H -0.804 -2.837 -7.442
H 3.302 -1.790 -6.928
H 2.928 -3.877 -3.088
H -5.222 -5.188 0.678
H -8.076 0.382 2.378
H -7.975 2.723 5.661
H 6.222 1.398 -0.542
H -7.526 4.433 5.902
H 11.233 2.186 -2.547
H 10.769 0.719 -3.452
H 10.516 1.483 0.006
H -4.492 1.325 6.577
H -8.948 4.010 4.928
H 5.271 2.687 -1.284
```

Calculated values
SMILES	O=C1NC[C@@H](P(O)Cl)C1(F)F.COP(=O)(OC)OC.COP(=O)(OC)OC.COP(=O)(OC)OC.COP(=O)(OC)OC
multiplicity	1
E_LUMO	0.23	eV
HOMO-LUMO gap	9.4	eV
molecular weight	763.81	g mol⁻¹



Record 4
Formula: C24H80N2O16
Source: OMol25
Level of theory: wB97M-V/def2-TZVPD

Structure (XYZ):
```
122
C24H80N2O16 | OMol25 | wB97M-V/def2-TZVPD
O -23.579 18.339 -5.951
O -18.259 21.592 -10.699
O -20.914 18.838 -5.238
O -18.106 12.738 -10.732
O -20.846 16.114 -8.567
O -22.735 20.969 -6.863
O -22.914 16.609 -13.074
O -18.088 14.139 -5.857
O -18.675 16.746 -12.707
O -20.030 20.522 -7.591
O -25.236 17.481 -7.863
O -22.427 15.172 -10.444
O -18.337 18.274 -5.580
O -21.040 22.030 -11.231
O -18.032 16.922 -8.774
O -22.323 14.039 -7.104
N -18.875 19.496 -9.854
N -18.239 19.617 -11.943
C -25.283 19.726 -8.688
C -22.484 23.298 -6.707
C -19.309 14.782 -5.840
C -22.200 21.320 -10.677
C -19.758 16.989 -11.755
C -19.465 12.865 -10.614
C -23.518 17.838 -12.558
C -18.408 20.233 -10.811
C -24.957 19.276 -4.394
C -22.532 21.987 -5.983
C -22.022 18.073 -9.048
C -19.672 21.840 -7.758
C -24.312 17.924 -4.866
C -17.233 16.590 -9.869
C -17.696 19.538 -5.712
C -20.989 18.598 -3.817
C -26.124 18.471 -8.337
C -20.683 17.207 -3.430
C -23.578 14.509 -9.886
C -22.386 14.462 -5.749
C -21.694 17.001 -8.051
C -23.925 14.355 -5.575
C -24.768 17.390 -11.901
C -20.058 12.603 -9.231
H -21.814 18.906 -5.571
H -17.492 16.753 -7.997
H -25.564 18.137 -11.732
H -23.606 17.604 -4.189
H -16.219 16.441 -9.616
H -17.871 20.273 -12.674
H -26.837 18.615 -7.541
H -25.680 19.661 -5.069
H -19.938 14.217 -6.387
H -20.221 21.597 -10.847
H -17.750 19.947 -6.756
H -22.382 20.294 -11.047
H -24.568 16.928 -10.896
H -17.820 13.115 -11.560
H -19.766 13.915 -10.817
H -18.236 13.238 -5.520
H -21.882 18.880 -3.330
H -19.688 13.466 -8.629
H -19.259 18.502 -5.595
H -21.829 14.638 -7.656
H -22.224 21.303 -9.558
H -21.249 17.388 -7.187
H -23.286 21.971 -5.194
H -23.652 18.568 -13.373
H -21.513 23.806 -6.450
H -19.712 16.879 -3.776
H -18.215 20.257 -5.071
H -25.578 16.635 -8.210
H -24.420 19.473 -9.245
H -19.664 16.565 -10.782
H -19.753 14.756 -4.804
H -23.106 15.857 -12.517
H -26.751 18.086 -9.151
H -21.927 13.765 -4.976
H -24.349 14.358 -10.667
H -24.323 13.427 -5.834
H -19.373 15.849 -6.120
H -24.975 20.232 -7.756
H -19.864 12.216 -11.410
H -20.094 16.604 -8.910
H -18.385 15.855 -12.539
H -21.635 21.801 -5.390
H -22.758 18.274 -11.898
H -19.835 11.597 -8.886
H -23.115 21.905 -10.957
H -22.365 18.975 -8.533
H -20.855 20.404 -7.064
H -21.745 15.413 -9.824
H -25.747 20.492 -9.376
H -24.961 17.103 -5.052
H -22.065 15.477 -5.648
H -17.092 17.375 -10.621
H -22.558 16.461 -7.739
H -21.125 12.616 -9.263
H -24.075 18.210 -6.776
H -18.237 18.643 -12.139
H -25.498 19.125 -3.457
H -20.671 16.559 -12.029
H -19.345 22.281 -6.765
H -18.800 18.496 -9.680
H -19.967 18.036 -11.623
H -22.688 23.276 -7.804
H -16.608 19.512 -5.497
H -17.565 15.640 -10.295
H -23.438 13.512 -9.571
H -25.250 16.612 -12.532
H -22.689 17.780 -9.853
H -21.451 16.454 -3.853
H -23.245 23.872 -6.285
H -19.253 20.009 -9.034
H -20.688 17.035 -2.331
H -20.205 19.184 -3.387
H -24.319 14.642 -4.622
H -21.061 18.463 -9.487
H -23.872 15.233 -9.088
H -24.415 14.929 -6.379
H -24.272 20.093 -4.204
H -18.811 21.911 -8.376
H -23.156 20.295 -6.371
H -20.343 22.462 -8.153
```

Calculated values
energy relative to the best compared isomer or geometry (same formula, charge and spin)	105.5	kcal/mol
multiplicity	1
E_LUMO	0.16	eV
HOMO-LUMO gap	9.1	eV
molecular weight	652.90	g mol⁻¹



Record 5
Formula: C12H42N3O8
Source: OMol25
Level of theory: wB97M-V/def2-TZVPD

Structure (XYZ):
```
65
C12H42N3O8 | OMol25 | wB97M-V/def2-TZVPD
O -5.454 2.204 -0.358
O -3.054 -1.705 -0.359
O -0.232 2.116 0.501
O -3.056 3.590 -0.927
O 1.291 0.395 5.909
O 0.516 -1.223 -2.255
O 2.580 -0.524 -3.812
O -1.249 -4.012 -0.212
N 0.412 -1.354 2.579
N 3.923 1.818 -1.331
N -0.683 -0.608 0.002
C 1.090 -0.675 4.964
C 3.548 0.230 -3.110
C 2.916 1.108 -2.131
C 2.489 1.042 5.865
C 2.016 2.250 -2.718
C -3.339 2.337 -1.486
C -2.639 -4.098 -0.469
C -1.093 0.158 3.830
C 0.389 -0.231 3.562
C -4.191 1.543 -0.534
C -3.105 -2.848 -1.276
C 3.187 -1.268 -4.897
H -1.629 -0.953 -0.073
H 2.388 0.447 -1.444
H -3.973 -1.587 -0.107
H -0.689 2.559 1.216
H 4.436 2.353 -2.018
H -3.718 1.534 0.448
H 1.361 -1.699 2.533
H -0.739 0.388 0.160
H -1.486 0.587 2.909
H 2.388 -1.635 -5.541
H 1.536 2.741 -1.870
H -0.176 -1.040 0.761
H -5.153 3.024 0.040
H -4.311 0.487 -0.775
H 0.477 -1.417 5.476
H 2.794 1.233 4.836
H 2.602 3.009 -3.236
H -2.726 -4.957 -1.134
H -2.317 -2.653 -2.003
H 4.327 -0.374 -2.646
H 1.305 1.888 -3.460
H -4.034 -2.899 -1.844
H -0.149 -0.682 -0.852
H -1.598 -0.792 4.008
H -1.232 1.015 4.488
H 0.969 0.604 3.168
H -0.047 -2.139 3.019
H -2.431 1.844 -1.833
H 4.050 0.931 -3.778
H -3.924 2.470 -2.396
H -2.376 4.052 -1.423
H -3.220 -4.241 0.442
H 4.639 1.170 -1.037
H 2.069 -1.072 4.696
H 3.687 -0.522 -5.515
H -0.111 -1.179 -2.977
H 0.635 2.522 0.481
H 2.579 1.988 6.399
H 1.372 -1.251 -2.682
H 3.313 0.397 6.170
H 3.916 -2.023 -4.602
H -1.068 -4.372 0.659
```

Calculated values
net charge	+1
multiplicity	1
E_LUMO	-2.17	eV
HOMO-LUMO gap	9.6	eV
molecular weight	356.48	g mol⁻¹



Record 6
Formula: C27H23AlBrClN4O9
Source: OMol25
Level of theory: wB97M-V/def2-TZVPD

Structure (XYZ):
```
66
C27H23AlBrClN4O9 | OMol25 | wB97M-V/def2-TZVPD
Br -0.827 2.286 -6.735
Cl -4.836 -2.823 -0.770
Al -0.030 0.026 -0.218
O -0.221 -0.087 -1.985
O 5.214 0.102 5.093
O -2.908 5.107 -0.055
O 0.815 -2.053 -2.258
O 6.743 0.005 3.578
O 1.721 -0.329 -0.031
O 0.391 2.036 -0.517
O -3.348 0.589 1.332
O -0.065 -0.016 1.804
N 5.579 0.023 3.933
N -1.290 3.575 -0.378
N -1.567 1.282 0.127
N -1.157 -1.676 0.035
C -4.017 3.301 1.930
C -1.249 -4.008 0.478
C -4.146 2.338 -1.874
C -3.447 2.853 0.576
C 3.232 -0.009 3.256
C -0.013 -0.435 -6.936
C -3.184 -2.860 -0.289
C -2.559 3.956 0.032
C 2.249 -0.080 2.265
C -2.779 1.482 0.740
C -0.298 0.592 -6.051
C 0.277 -1.056 -2.715
C 0.182 -0.827 -4.192
C -2.437 -1.696 -0.323
C 4.933 -0.099 1.547
C -2.921 3.512 2.974
C -2.588 -4.040 0.127
C 0.482 -1.864 -5.066
C -0.210 0.414 -4.684
C -4.602 2.645 -0.445
C 3.986 -0.177 0.565
C 2.609 -0.195 0.888
C 0.868 -0.022 2.614
C -0.564 -2.812 0.410
C 4.555 -0.029 2.899
C -0.802 2.304 -0.263
C 0.380 -1.667 -6.433
H -3.165 -4.953 0.166
H 2.956 0.064 4.300
H 4.258 -0.228 -0.481
H -2.334 2.601 3.108
H -5.004 2.063 -2.487
H -3.674 3.209 -2.332
H -2.250 4.320 2.673
H 0.796 -2.813 -4.653
H -4.711 2.531 2.265
H -0.674 4.289 -0.738
H 0.490 -2.747 0.644
H 0.608 -2.475 -7.117
H -5.215 1.828 -0.062
H -0.432 1.214 -3.993
H 0.623 0.026 3.685
H -4.574 4.227 1.783
H -0.098 -0.270 -8.001
H -5.210 3.551 -0.450
H -0.738 -4.909 0.786
H -3.352 3.777 3.939
H 5.986 -0.088 1.305
H -3.433 1.512 -1.911
H -2.876 -0.767 -0.648
```

Calculated values
energy relative to the best compared isomer or geometry (same formula, charge and spin)	12.4	kcal/mol
multiplicity	1
E_LUMO	-0.89	eV
HOMO-LUMO gap	8.2	eV
molecular weight	689.84	g mol⁻¹



Record 7
Formula: C5H10O
Source: OMol25
Level of theory: wB97M-V/def2-TZVPD

Structure (XYZ):
```
16
C5H10O | OMol25 | wB97M-V/def2-TZVPD
O -0.774 -0.183 -1.862
C -1.822 -1.080 0.459
C 1.160 0.619 -0.770
C -0.297 0.264 -0.843
C -1.283 0.342 0.343
C 2.023 0.230 0.443
H 1.522 0.152 -1.685
H -0.910 0.695 1.322
H -2.867 -1.176 0.733
H 1.096 1.708 -0.883
H -1.964 1.162 0.042
H 3.025 0.617 0.228
H 2.099 -0.857 0.562
H -1.134 -1.575 1.153
H -1.644 -1.565 -0.508
H 1.666 0.672 1.380
```

Calculated values
energy relative to the best compared isomer or geometry (same formula, charge and spin)	15.2	kcal/mol
SMILES	CCC(=O)CC
multiplicity	1
E_LUMO	0.95	eV
HOMO-LUMO gap	10.5	eV
molecular weight	86.13	g mol⁻¹



Record 8
Formula: C5H11NO2
Source: OMol25
Level of theory: wB97M-V/def2-TZVPD

Structure (XYZ):
```
19
C5H11NO2 | OMol25 | wB97M-V/def2-TZVPD
O 0.411 -1.124 1.552
O 0.026 -1.767 -0.563
N 2.978 -0.677 0.440
C 1.765 1.379 0.092
C 1.838 -0.111 -0.208
C 0.401 -0.839 0.366
C -3.089 0.285 -0.964
C -3.701 0.577 0.171
H -0.304 -2.550 -0.096
H 2.963 -0.525 1.444
H -4.722 0.286 0.390
H 2.684 1.867 -0.227
H -3.694 0.057 -1.836
H 0.897 1.811 -0.402
H 3.110 -1.661 0.243
H -3.353 1.383 0.804
H -1.857 0.392 -1.097
H 1.950 -0.303 -1.279
H 1.695 1.521 1.172
```

Calculated values
energy relative to the best compared isomer or geometry (same formula, charge and spin)	74.5	kcal/mol
SMILES	C[C@@H](N)C(=O)O.C=C
multiplicity	1
E_LUMO	0.43	eV
HOMO-LUMO gap	9.8	eV
molecular weight	117.15	g mol⁻¹